This record from OMol25 describes a molecular structure, Br2O6PPbV. The level of theory is wB97M-V/def2-TZVPD.

```
11
Br2O6PPbV, DFT wB97M-V/def2-TZVPD
Pb -2.053 -2.394 -1.282
O -2.232 0.548 1.956
V -1.277 1.871 2.186
O -1.156 2.173 3.707
Br -2.347 1.057 -3.344
Br -1.904 -6.362 -0.931
P 2.152 0.595 -0.503
O 2.705 1.072 -1.802
O 3.389 0.426 0.274
O 1.318 -0.726 -0.448
O 1.405 1.740 0.187
```

As for the spin multiplicity: 1. As for the charge: -2. The value obtained for the HOMO-LUMO gap is 2.7 eV. The maximum force is 4.3 eV/A.

***

This record from OMol25 describes 2 unconnected molecules or ions with the total composition Br2OS. The level of theory is wB97M-V/def2-TZVPD.

```
4
Br2OS, DFT wB97M-V/def2-TZVPD
O -1.600 1.167 0.283
S -1.766 -0.031 -0.451
Br 3.653 0.496 0.109
Br -0.287 -1.632 0.059
```

As for the spin multiplicity: 1. The value obtained for the HOMO-LUMO gap (alpha / beta) is 9.6 / 5.7 eV. The maximum force is 3.4 eV/A.

***

> Among the records above, which one has the highest maximum force?

Br2O6PPbV

***

> Among the records above, which one has the highest maximum force?

Br2O6PPbV

***

> maximum force of number 2 (Br2OS)?

3.4 eV/A